*w*
Below is 10 unconnected molecules or ions with the total composition C65H125N5O20, with properties calculated with wB97M-V/def2-TZVPD.

As for the molecular weight: 1296.73 g mol⁻¹. Its structure (SMILES) is CC1(C)CCCC(C)(C)N1O.CC1(C)CCCC(C)(C)N1O.CC1(C)CCCC(C)(C)N1O.CC1(C)CCCC(C)(C)N1O.CC1(C)CCCC(C)(C)N1O.C[C@H]1COC(=O)O1.C[C@H]1COC(=O)O1.C[C@H]1COC(=O)O1.C[C@H]1COC(=O)O1.C[C@H]1COC(=O)O1. Its LUMO energy is 0.177 eV. The calculation puts the HOMO-LUMO gap at 7.87 eV. The net charge is 0. The calculation puts the HOMO energy at -7.7 eV.

Cartesian coordinates (Å):
C1 11.505 17.392 8.921
C2 10.608 18.048 7.932
C3 11.127 19.331 7.314
O1 10.901 19.151 5.923
C4 10.522 17.877 5.645
O2 10.387 17.394 4.573
O3 10.368 17.196 6.804
H1 11.101 16.552 9.485
H2 11.937 18.152 9.574
H3 12.345 16.896 8.418
H4 9.631 18.246 8.386
H5 12.218 19.402 7.453
H6 10.815 20.338 7.592
C5 13.531 17.246 -0.289
C6 12.774 16.778 0.912
C7 11.696 17.738 1.429
O4 10.516 16.982 1.444
C8 10.677 15.769 0.909
O5 9.806 14.987 0.719
O6 11.981 15.612 0.541
H7 12.937 17.285 -1.197
H8 14.325 16.528 -0.530
H9 14.105 18.148 -0.065
H10 13.453 16.424 1.690
H11 11.477 18.654 0.879
H12 11.963 18.088 2.429
C9 7.985 18.673 0.130
C10 6.750 18.262 0.877
C11 7.066 17.373 2.122
O7 6.172 17.907 3.081
C12 5.712 19.118 2.708
O8 5.027 19.839 3.350
O9 6.192 19.417 1.482
H13 8.601 17.811 -0.142
H14 8.704 19.223 0.743
H15 7.758 19.277 -0.750
H16 6.016 17.683 0.311
H17 8.098 17.556 2.425
H18 6.861 16.347 1.831
C13 9.204 23.329 -1.555
C14 9.432 21.853 -1.527
C15 9.283 21.080 -2.875
O10 10.320 20.115 -2.713
C16 11.085 20.346 -1.648
O11 12.051 19.737 -1.324
O12 10.698 21.492 -1.015
H19 9.530 23.814 -0.635
H20 8.167 23.539 -1.811
H21 9.839 23.801 -2.313
H22 8.708 21.358 -0.865
H23 9.446 21.679 -3.771
H24 8.266 20.695 -2.879
C17 10.625 20.843 2.380
C18 9.866 21.703 3.379
C19 10.224 23.210 3.360
O13 8.957 23.819 3.519
C20 7.970 22.940 3.357
O14 6.806 23.180 3.372
O15 8.470 21.703 3.164
H25 10.551 21.179 1.344
H26 10.451 19.784 2.533
H27 11.672 21.074 2.614
H28 10.089 21.336 4.387
H29 10.734 23.394 2.409
H30 10.879 23.495 4.178
C21 6.215 13.470 1.276
C22 6.644 12.161 0.597
C23 7.651 11.407 1.483
C24 7.023 10.656 2.669
C25 5.842 9.785 2.203
C26 4.867 10.431 1.236
N1 5.525 11.303 0.255
O16 4.646 11.796 -0.718
C27 4.139 9.285 0.474
C28 3.800 11.189 2.035
C29 7.409 12.516 -0.702
H31 7.058 14.114 1.535
H32 5.706 13.326 2.236
H33 5.453 13.985 0.686
H34 8.144 10.677 0.829
H35 8.468 12.070 1.773
H36 6.640 11.432 3.337
H37 7.823 10.101 3.155
H38 5.318 9.419 3.087
H39 6.289 8.899 1.739
H40 3.729 8.632 1.253
H41 3.204 9.538 -0.029
H42 4.827 8.714 -0.147
H43 3.131 11.769 1.399
H44 3.198 10.485 2.617
H45 4.218 11.860 2.789
H46 7.283 11.698 -1.410
H47 8.461 12.647 -0.453
H48 7.022 13.451 -1.106
H49 4.719 11.144 -1.424
C30 15.936 14.604 1.963
C31 17.318 14.126 1.403
C32 18.439 14.753 2.215
C33 18.645 14.175 3.597
C34 18.687 12.629 3.633
C35 17.558 11.986 2.797
N2 17.436 12.649 1.495
O17 16.455 12.017 0.702
C36 17.952 10.493 2.640
C37 16.222 11.998 3.577
C38 17.456 14.515 -0.079
H50 15.447 15.292 1.263
H51 16.019 15.141 2.910
H52 15.183 13.826 2.073
H53 19.373 14.839 1.649
H54 18.217 15.817 2.345
H55 17.756 14.427 4.186
H56 19.565 14.490 4.088
H57 18.643 12.306 4.674
H58 19.692 12.348 3.304
H59 18.795 10.420 1.952
H60 18.203 10.010 3.586
H61 17.100 9.883 2.328
H62 16.274 11.194 4.318
H63 16.108 12.871 4.226
H64 15.357 11.885 2.931
H65 16.571 14.209 -0.639
H66 18.383 14.166 -0.521
H67 17.326 15.603 -0.079
H68 16.967 11.366 0.209
C39 18.829 19.760 3.187
C40 17.391 19.253 3.430
C41 17.518 18.291 4.648
C42 16.165 17.905 5.198
C43 15.311 19.126 5.561
C44 15.191 20.103 4.372
N3 16.517 20.360 3.802
O18 16.507 21.395 2.816
C45 14.114 19.563 3.396
C46 14.745 21.409 5.015
C47 16.960 18.419 2.222
H69 19.522 18.924 3.275
H70 19.092 20.485 3.960
H71 18.972 20.255 2.226
H72 18.133 17.438 4.352
H73 18.090 18.730 5.473
H74 16.273 17.236 6.054
H75 15.551 17.396 4.447
H76 15.786 19.601 6.426
H77 14.344 18.783 5.934
H78 14.188 19.931 2.372
H79 14.158 18.471 3.400
H80 13.107 19.789 3.754
H81 15.529 21.829 5.650
H82 14.544 22.180 4.267
H83 13.885 21.237 5.664
H84 16.527 19.086 1.476
H85 16.274 17.605 2.471
H86 17.809 17.870 1.810
H87 16.616 22.148 3.408
C48 13.900 11.886 6.895
C49 12.921 12.936 6.409
C50 13.800 14.187 6.074
C51 13.073 15.249 5.221
C52 12.578 14.605 3.954
C53 11.650 13.385 4.131
N4 12.362 12.537 5.111
O19 11.737 11.264 5.157
C54 10.269 13.845 4.581
C55 11.648 12.713 2.760
C56 11.875 13.348 7.461
H88 13.361 10.940 7.024
H89 14.210 12.033 7.932
H90 14.732 11.805 6.201
H91 13.978 14.648 7.052
H92 14.755 13.852 5.669
H93 13.675 16.131 4.981
H94 12.346 15.636 5.941
H95 13.407 14.367 3.282
H96 11.989 15.364 3.420
H97 9.556 13.029 4.691
H98 10.291 14.609 5.353
H99 9.866 14.371 3.702
H100 11.458 13.439 1.970
H101 12.620 12.234 2.622
H102 10.891 11.949 2.566
H103 11.220 14.163 7.160
H104 12.339 13.641 8.408
H105 11.244 12.493 7.719
H106 12.343 10.665 4.706
C57 16.082 18.799 -6.286
C58 14.696 18.770 -5.626
C59 13.820 19.707 -6.492
C60 12.330 19.625 -6.235
C61 11.837 18.172 -6.378
C62 12.643 17.178 -5.535
N5 14.069 17.455 -5.716
O20 14.863 16.448 -5.127
C63 12.153 17.225 -4.076
C64 12.362 15.761 -6.074
C65 14.741 19.350 -4.216
H107 16.857 18.558 -5.549
H108 16.359 19.831 -6.511
H109 16.200 18.117 -7.123
H110 14.187 20.717 -6.274
H111 14.043 19.631 -7.560
H112 11.749 20.119 -7.018
H113 12.042 20.019 -5.260
H114 11.713 17.885 -7.422
H115 10.840 18.289 -5.936
H116 11.152 16.802 -3.998
H117 12.838 16.801 -3.346
H118 12.025 18.293 -3.880
H119 12.577 15.795 -7.149
H120 12.999 15.033 -5.582
H121 11.305 15.500 -6.041
H122 15.157 20.356 -4.305
H123 15.342 18.774 -3.513
H124 13.728 19.411 -3.822
H125 15.143 15.871 -5.845

*x*
Below is 10 unconnected molecules or ions with the total composition C65H125N5O20, with properties calculated with wB97M-V/def2-TZVPD.

As for the molecular weight: 1296.73 g mol⁻¹. Its structure (SMILES) is CC1(C)CCCC(C)(C)N1O.CC1(C)CCCC(C)(C)N1O.CC1(C)CCCC(C)(C)N1O.CC1(C)CCCC(C)(C)N1O.CC1(C)CCCC(C)(C)N1O.C[C@H]1COC(=O)O1.C[C@H]1COC(=O)O1.C[C@H]1COC(=O)O1.C[C@H]1COC(=O)O1.C[C@H]1COC(=O)O1. Its LUMO energy is 0.104 eV. The calculation puts the HOMO-LUMO gap at 7.33 eV. The net charge is 0. The calculation puts the HOMO energy at -7.2 eV.

Cartesian coordinates (Å):
C1 -1.337 -6.309 1.456
C2 -0.613 -6.786 0.139
C3 -1.222 -6.855 -1.239
O1 -0.133 -6.559 -2.032
C4 0.787 -6.016 -1.320
O2 1.921 -5.829 -1.737
O3 0.347 -5.817 -0.092
H1 -2.143 -6.941 1.829
H2 -1.575 -5.295 1.138
H3 -0.530 -6.175 2.177
H4 -0.152 -7.741 0.390
H5 -1.951 -6.059 -1.393
H6 -1.766 -7.775 -1.451
C5 -1.711 8.672 1.325
C6 -1.110 7.679 0.323
C7 0.208 7.021 0.697
O4 -0.163 5.605 0.624
C8 -1.465 5.431 0.210
O5 -1.966 4.365 0.002
O6 -2.025 6.629 0.029
H7 -2.457 9.341 0.895
H8 -0.966 9.334 1.765
H9 -2.397 8.239 2.053
H10 -0.952 8.135 -0.654
H11 0.410 7.222 1.749
H12 0.933 7.385 -0.031
C9 0.359 0.809 -1.130
C10 0.321 -0.002 0.237
C11 1.370 -1.087 0.397
O7 2.383 -0.363 1.080
C12 1.827 0.542 1.805
O8 2.242 1.001 2.890
O9 0.617 0.925 1.266
H13 0.706 0.153 -1.928
H14 1.188 1.509 -1.033
H15 -0.482 1.390 -1.509
H16 -0.699 -0.311 0.466
H17 1.744 -1.514 -0.533
H18 1.079 -1.880 1.087
C13 0.523 3.376 4.273
C14 1.664 4.279 4.988
C15 3.068 3.804 4.586
O10 3.828 4.934 4.364
C16 2.962 6.058 4.213
O11 3.260 7.218 3.936
O12 1.701 5.620 4.531
H19 0.450 3.504 3.193
H20 -0.486 3.473 4.676
H21 0.580 2.310 4.495
H22 1.677 4.303 6.078
H23 3.077 3.055 3.795
H24 3.538 3.469 5.511
C17 0.106 -4.858 -4.943
C18 -0.648 -3.727 -5.840
C19 -2.119 -3.763 -5.898
O13 -2.497 -2.869 -5.012
C20 -1.545 -2.042 -4.694
O14 -1.671 -1.050 -3.933
O15 -0.416 -2.552 -5.002
H25 -0.134 -4.597 -3.912
H26 1.170 -4.902 -5.177
H27 -0.420 -5.797 -5.115
H28 -0.214 -3.635 -6.835
H29 -2.595 -4.677 -5.544
H30 -2.542 -3.505 -6.869
C21 -4.388 2.435 3.076
C22 -5.019 2.077 4.464
C23 -5.584 0.732 4.214
C24 -5.971 -0.060 5.447
C25 -4.717 -0.226 6.266
C26 -4.058 1.211 6.666
N1 -4.020 2.135 5.546
O16 -3.589 3.437 5.917
C27 -4.737 1.812 8.012
C28 -2.618 0.861 6.969
C29 -6.314 2.958 4.752
H31 -3.599 1.743 2.780
H32 -3.999 3.433 2.873
H33 -5.192 2.370 2.344
H34 -6.458 0.726 3.564
H35 -4.841 0.151 3.668
H36 -6.303 -1.052 5.141
H37 -6.839 0.313 5.991
H38 -4.017 -0.790 5.650
H39 -5.011 -0.776 7.161
H40 -5.824 1.887 8.008
H41 -4.554 1.164 8.869
H42 -4.316 2.798 8.210
H43 -2.560 0.160 7.801
H44 -2.185 0.483 6.042
H45 -1.895 1.566 7.380
H46 -6.746 2.898 5.751
H47 -7.093 2.757 4.017
H48 -6.043 4.007 4.632
H49 -2.657 3.275 5.750
C30 5.815 0.663 -0.721
C31 7.043 -0.265 -0.719
C32 7.295 -0.807 0.749
C33 6.184 -1.724 1.211
C34 6.044 -2.996 0.270
C35 5.869 -2.670 -1.257
N2 6.782 -1.496 -1.573
O17 6.789 -1.161 -2.929
C36 6.342 -3.941 -1.936
C37 4.459 -2.434 -1.580
C38 8.361 0.538 -1.116
H50 4.780 0.323 -0.664
H51 5.593 1.101 -1.694
H52 6.034 1.492 -0.048
H53 8.226 -1.364 0.846
H54 7.336 0.001 1.479
H55 5.289 -1.104 1.265
H56 6.568 -2.007 2.191
H57 5.214 -3.541 0.721
H58 6.961 -3.574 0.387
H59 7.214 -4.416 -1.487
H60 5.562 -4.692 -2.058
H61 6.754 -3.643 -2.900
H62 4.115 -1.769 -0.788
H63 4.452 -1.908 -2.534
H64 3.735 -3.245 -1.496
H65 8.361 0.875 -2.152
H66 9.098 -0.256 -0.995
H67 8.571 1.297 -0.362
H68 7.687 -1.304 -3.237
C39 0.891 -0.163 6.342
C40 1.572 -1.621 6.572
C41 0.389 -2.559 6.906
C42 0.651 -4.074 6.822
C43 1.373 -4.352 5.477
C44 2.532 -3.434 5.003
N3 2.221 -1.998 5.315
O18 3.227 -1.120 4.959
C45 3.770 -3.930 5.725
C46 2.614 -3.569 3.443
C47 2.454 -1.606 7.854
H69 -0.113 -0.251 5.927
H70 1.559 0.425 5.713
H71 0.773 0.354 7.294
H72 0.197 -2.210 7.921
H73 -0.427 -2.334 6.218
H74 -0.247 -4.690 6.879
H75 1.305 -4.476 7.596
H76 0.735 -4.457 4.599
H77 1.753 -5.369 5.375
H78 3.802 -4.963 5.379
H79 4.624 -3.271 5.570
H80 3.684 -3.989 6.810
H81 3.322 -2.807 3.117
H82 3.011 -4.552 3.192
H83 1.601 -3.433 3.064
H84 3.392 -1.080 7.680
H85 2.634 -2.657 8.084
H86 1.966 -1.035 8.643
H87 2.757 -0.582 4.318
C48 -6.211 0.298 -5.142
C49 -5.303 0.804 -3.989
C50 -3.943 0.948 -4.804
C51 -2.844 1.733 -3.939
C52 -3.549 3.127 -3.589
C53 -4.902 2.945 -2.839
N4 -5.866 2.018 -3.416
O19 -7.182 1.979 -3.017
C54 -4.734 2.526 -1.318
C55 -5.437 4.467 -2.923
C56 -5.093 -0.409 -2.987
H88 -5.730 -0.443 -5.781
H89 -6.551 1.083 -5.818
H90 -7.092 -0.127 -4.662
H91 -3.662 -0.066 -5.087
H92 -4.210 1.517 -5.695
H93 -1.919 1.941 -4.476
H94 -2.435 1.196 -3.083
H95 -3.783 3.545 -4.568
H96 -2.695 3.660 -3.169
H97 -5.006 1.553 -0.908
H98 -3.653 2.594 -1.198
H99 -4.968 3.371 -0.670
H100 -6.404 4.640 -2.450
H101 -4.796 5.255 -2.527
H102 -5.714 4.734 -3.943
H103 -4.209 -0.389 -2.349
H104 -4.929 -1.288 -3.610
H105 -5.996 -0.513 -2.386
H106 -7.660 2.138 -3.835
C57 0.567 0.848 -9.300
C58 0.324 -0.291 -8.219
C59 1.423 -1.433 -8.303
C60 2.774 -0.991 -7.640
C61 2.526 -0.619 -6.196
C62 1.496 0.659 -6.068
N5 0.273 0.297 -6.776
O20 -0.719 1.266 -6.587
C63 1.297 0.712 -4.505
C64 2.216 1.981 -6.519
C65 -1.039 -0.862 -8.566
H107 1.608 1.140 -9.437
H108 0.061 1.743 -8.939
H109 0.267 0.756 -10.344
H110 1.109 -2.466 -8.155
H111 1.696 -1.499 -9.357
H112 3.164 -0.086 -8.106
H113 3.513 -1.787 -7.739
H114 3.438 -0.348 -5.663
H115 2.099 -1.487 -5.694
H116 0.772 -0.182 -4.169
H117 2.194 0.778 -3.889
H118 0.514 1.428 -4.253
H119 2.596 1.947 -7.541
H120 1.468 2.745 -6.310
H121 3.048 2.141 -5.834
H122 -1.723 -0.992 -7.727
H123 -1.035 -1.898 -8.905
H124 -1.557 -0.409 -9.410
H125 -0.244 1.913 -7.114

What should be chosen as the least stable of them? Choose *x*.

*w*
Below is C4H3NO3 in the gas phase, with properties calculated with wB97M-V/def2-TZVPD.

As for the molecular weight: 113.07 g mol⁻¹. Its structure (SMILES) is c1nc2c(o1)OCO2. Its LUMO energy is 0.615 eV. The calculation puts the HOMO-LUMO gap at 8.65 eV. The net charge is 0. The calculation puts the HOMO energy at -8.0 eV.

Cartesian coordinates (Å):
C1 -1.825 0.120 0.251
C2 0.199 -0.652 -0.308
C3 2.123 -0.086 0.217
C4 0.201 0.720 -0.319
H1 -2.675 -0.273 -0.477
H2 -1.989 0.155 1.344
H3 3.273 -0.187 -0.009
N1 1.397 -1.119 -0.241
O1 -1.089 -1.120 -0.109
O2 1.389 1.237 0.004
O3 -1.005 1.204 -0.356

*x*
Below is C4H3NO3 in the gas phase, with properties calculated with wB97M-V/def2-TZVPD.

As for the molecular weight: 113.07 g mol⁻¹. Its structure (SMILES) is O=C1N=C/C(=C/O)O1. Its LUMO energy is -0.137 eV. The calculation puts the HOMO-LUMO gap at 9.40 eV. The net charge is 0. The calculation puts the HOMO energy at -9.5 eV.

Cartesian coordinates (Å):
C1 0.859 1.114 0.867
C2 0.076 0.171 0.327
C3 -1.116 -1.032 -1.164
C4 0.323 -1.302 0.400
H1 -0.305 2.191 -0.292
H2 1.703 1.346 1.650
H3 1.106 -1.929 0.988
N1 -0.438 -2.013 -0.270
O1 0.518 2.322 0.317
O2 -1.036 0.311 -0.622
O3 -1.690 -1.178 -2.201

*y*
Below is C4H3NO3 in the gas phase, with properties calculated with wB97M-V/def2-TZVPD.

As for the molecular weight: 113.07 g mol⁻¹. Its LUMO energy (alpha / beta) is -0.767 / -0.766 eV. The calculation puts the HOMO-LUMO gap (alpha / beta) at 7.51 / 7.52 eV. The net charge is 0. The calculation puts the HOMO energy (alpha / beta) at -8.3 / -8.3 eV.

Cartesian coordinates (Å):
C1 1.431 -0.539 -0.113
C2 -0.945 -0.515 0.442
C3 -0.777 0.794 -0.718
C4 1.508 0.887 0.273
N1 0.414 -0.666 0.942
O1 1.859 -1.288 -0.938
O2 0.354 1.204 -0.924
O3 0.835 0.651 1.386
H1 -1.695 -0.210 1.172
H2 -1.377 -1.253 -0.099
H3 -1.608 0.933 -1.423

What should be chosen as the least stable of them? Choose *y*.

*w*
Below is C3H4BrF in the gas phase, with properties calculated with wB97M-V/def2-TZVPD.

As for the molecular weight: 138.97 g mol⁻¹. Its structure (SMILES) is C=C(F)CBr. Its LUMO energy is 0.751 eV. The calculation puts the HOMO-LUMO gap at 10.93 eV. The net charge is 0. The calculation puts the HOMO energy at -10.2 eV.

Cartesian coordinates (Å):
C1 -0.704 0.985 -0.666
C2 -0.533 -0.224 -0.191
C3 0.794 -1.027 0.282
F1 -1.444 -1.215 -0.527
Br1 2.406 -0.035 -0.138
H1 -1.551 1.181 -1.133
H2 0.116 1.633 -0.410
H3 0.723 -1.330 1.405
H4 0.970 -1.976 -0.301

*x*
Below is C3H4BrF in the gas phase, with properties calculated with wB97M-V/def2-TZVPD.

As for the molecular weight: 138.97 g mol⁻¹. Its LUMO energy (alpha / beta) is 0.119 / 0.246 eV. The calculation puts the HOMO-LUMO gap (alpha / beta) at 8.22 / 8.63 eV. The net charge is 0. The calculation puts the HOMO energy (alpha / beta) at -8.1 / -8.4 eV.

Cartesian coordinates (Å):
C1 -0.357 0.606 -0.028
C2 0.374 -0.576 0.185
C3 0.472 -0.624 1.678
F1 1.554 0.064 2.104
Br1 -0.977 -0.569 2.913
H1 0.309 1.359 -0.362
H2 -1.402 0.616 0.319
H3 -0.103 -1.519 -0.146
H4 1.392 -0.605 -0.069

What should be chosen as the least stable of them? Choose *x*.